Version one
ORCA calculation (ωB97M-V with the def2-TZVPD basis set) on 2 unconnected molecules or ions with the total composition C2H3ClFNO2.

As for the orbital gap (spin up / spin down): 0.231 / 0.353 Eh. The calculation puts the HOMO energy (spin up / spin down) at -8.13 / -9.94 eV. The value obtained for the LUMO energy (spin up / spin down) is -0.067 / -0.012 hartree. The total charge is 0.

The geometry in XYZ format:
```
10
C2H3ClFNO2 ωB97M-V with the def2-TZVPD basis set
C 1.1235 -0.3367 0.0446
C -0.1176 -1.0698 -0.3006
N -1.3050 1.3560 0.1918
O -2.4530 1.6723 -0.0094
O -0.3298 1.9939 0.6530
F -0.4109 -1.1482 -1.6201
Cl -0.7694 -2.1462 0.7946
H 0.9820 0.6975 0.5800
H 1.6382 -0.9832 0.6325
H 1.6421 -0.0356 -0.9665
```

Version two
ORCA calculation (ωB97M-V with the def2-TZVPD basis set) on C2H3ClFNO2 in the gas phase.

As for the orbital gap: 0.411 Eh. Its SMILES is C[C@@](F)(Cl)[N+](=O)[O-]. The calculation puts the HOMO energy at -10.54 eV. The value obtained for the LUMO energy is 0.024 hartree. The total charge is 0.

The geometry in XYZ format:
```
10
C2H3ClFNO2 ωB97M-V with the def2-TZVPD basis set
C 0.0443 0.1584 0.2516
C -1.4631 0.3556 0.3918
N -2.3965 -1.0565 -0.2222
O -2.6151 -1.0541 -1.3993
O -2.7429 -1.7961 0.6221
F -1.7512 0.2996 1.6971
Cl -2.2836 1.6445 -0.4821
H 0.3933 -0.9662 0.1301
H 0.3595 0.6738 -0.6857
H 0.5527 0.7727 1.1669
```

It comes down to version two, which is 0.0710 hartree more stable than the next structure.

Version one
ORCA calculation (ωB97M-V with the def2-TZVPD basis set) on C2H3ClFNO2 in the gas phase.

As for the orbital gap: 0.412 Eh. Its SMILES is C[C@@](F)(Cl)[N+](=O)[O-]. The calculation puts the HOMO energy at -11.69 eV. The value obtained for the LUMO energy is -0.018 hartree. The total charge is 0.

The geometry in XYZ format:
```
10
C2H3ClFNO2 ωB97M-V with the def2-TZVPD basis set
C -1.2533 -0.2479 0.0737
C 0.2569 -0.2327 0.2692
N 1.1118 0.8825 -0.3265
O 0.8095 1.3310 -1.4065
O 2.0733 1.1742 0.3139
F 0.5054 -0.2599 1.6080
Cl 1.1639 -1.6648 -0.6228
H -1.6880 -1.2835 0.3633
H -1.5874 0.6024 0.7434
H -1.3920 -0.3014 -1.0158
```

Version two
ORCA calculation (ωB97M-V with the def2-TZVPD basis set) on 2 unconnected molecules or ions with the total composition C2H3ClFNO2.

As for the orbital gap (spin up / spin down): 0.271 / 0.268 Eh. The calculation puts the HOMO energy (spin up / spin down) at -10.22 / -10.19 eV. The value obtained for the LUMO energy (spin up / spin down) is -0.104 / -0.107 hartree. The total charge is 0.

The geometry in XYZ format:
```
10
C2H3ClFNO2 ωB97M-V with the def2-TZVPD basis set
C 0.1798 0.0190 -0.1740
C 1.1022 0.1419 0.9957
N 1.0140 -0.3943 2.3393
O -0.0444 -0.9317 2.5585
O 2.0014 -0.2334 2.9927
F 2.3206 0.5121 0.7259
Cl 0.3986 2.2409 2.4092
H 0.7636 0.0842 -1.0983
H -0.2166 -0.9962 0.1591
H -0.6033 0.7800 -0.1482
```

It comes down to version one, which is 0.0802 hartree more stable than the next structure.

Version one
ORCA calculation (ωB97M-V with the def2-TZVPD basis set) on C4H3NO3 in the gas phase.

As for the orbital gap: 0.353 Eh. Its SMILES is N#CCC(=O)C(=O)O. The calculation puts the HOMO energy at -11.01 eV. The value obtained for the LUMO energy is -0.052 hartree. The total charge is 0.

The geometry in XYZ format:
```
11
C4H3NO3 ωB97M-V with the def2-TZVPD basis set
C -1.1971 0.5517 0.0498
C -0.2898 -0.5583 -0.4243
C 1.0619 -0.1551 -0.7994
C 1.9843 0.2425 0.0654
H -1.8410 -0.9909 0.6783
H 0.8162 0.4762 -1.7298
H 1.4035 -1.2062 -1.3341
N 2.8925 0.1595 0.9351
O -1.8755 -0.0953 1.1043
O -1.0550 1.7681 -0.4837
O -0.8172 -1.6577 -0.3093
```

Version two
ORCA calculation (ωB97M-V with the def2-TZVPD basis set) on C4H3NO3 in the gas phase.

As for the orbital gap: 0.336 Eh. Its SMILES is O=C(O)c1ncco1. The calculation puts the HOMO energy at -9.58 eV. The value obtained for the LUMO energy is -0.016 hartree. The total charge is 0.

The geometry in XYZ format:
```
11
C4H3NO3 ωB97M-V with the def2-TZVPD basis set
C -0.1136 -1.2591 1.4858
C -0.0048 -0.1709 0.4298
C 0.4056 1.7136 -0.4562
C -0.2354 0.8506 -1.3970
H -0.5476 -2.0467 -0.1359
H 1.0989 2.6045 -0.7757
H -0.2090 0.9609 -2.4358
N 0.3274 1.1457 0.6982
O -0.7579 -2.3105 0.9758
O 0.5781 -1.0578 2.4564
O -0.5416 -0.4302 -0.8454
```

It comes down to version two, which is 0.0265 hartree more stable than the next structure.

Version one
ORCA calculation (ωB97M-V with the def2-TZVPD basis set) on 15 unconnected molecules or ions with the total composition C4H38N2O15.

As for the orbital gap: 0.332 Eh. The calculation puts the HOMO energy at -9.31 eV. The value obtained for the LUMO energy is -0.010 hartree. The total charge is 0.

The geometry in XYZ format:
```
59
C4H38N2O15 ωB97M-V with the def2-TZVPD basis set
C -0.2491 0.1950 3.9749
C 0.4582 1.6412 3.4828
C 0.6909 1.7012 1.9708
C 1.1778 0.3980 1.4975
N 0.8027 0.0770 0.1546
O 1.9759 -0.2945 2.0249
N -1.5048 -0.0605 3.3091
H 0.5308 -0.5366 3.5849
H -0.3343 0.2418 5.0822
H 1.3574 1.4549 4.1620
H -0.0867 2.5369 3.8063
H 1.5582 2.3778 1.7828
H -0.2561 1.9650 1.4299
H 0.4769 -0.9079 0.0152
H 0.0502 0.6955 -0.1822
H -2.2421 0.1917 3.9409
H -1.5976 -0.9780 3.0195
H 2.4951 -2.0994 2.8158
H 1.9158 -2.3148 1.3177
O 2.2104 -2.7370 2.1928
H 2.0042 4.2141 -1.1695
H 0.3603 4.5478 -1.1407
O 1.2231 4.5394 -1.6951
H 0.3773 1.3704 -5.0593
H 0.4888 0.9910 -3.6767
O 0.7347 0.6784 -4.4785
H 0.4080 -2.2246 -3.7252
H 0.9631 -0.9934 -4.4552
O 0.9182 -1.8921 -4.4518
H -3.7607 -0.0671 -1.8070
H -3.1447 -0.5053 -3.0175
O -3.7747 0.1682 -2.7575
H 3.0497 -1.3782 -2.9995
H 4.3883 -1.2851 -2.1993
O 3.8750 -0.8304 -2.9935
H -2.9438 -2.3323 1.3661
H -1.7678 -2.7422 0.2737
O -2.0766 -2.0112 0.9895
H -2.9156 2.7338 -2.3275
H -2.1569 1.6024 -3.1391
O -2.0539 2.5021 -2.5611
H -2.7378 -0.6696 0.3808
H -3.2072 0.7173 0.5447
O -2.9714 0.0576 -0.1635
H -1.8436 -0.1204 -1.5046
H -0.8943 -0.3810 -2.8164
O -1.2790 -0.7624 -2.0643
H -1.5612 -3.4449 2.9941
H -0.3487 -2.9007 3.8086
O -1.3892 -2.9389 3.7707
H 1.1285 -4.0135 1.9586
H 0.0971 -3.2007 1.6380
O 0.1920 -4.0633 1.6666
H 3.1705 1.2066 -0.0997
H 3.0638 1.1846 -1.5409
O 2.9239 1.6290 -0.8121
H 1.2995 2.1651 -1.6976
H 0.2337 2.8889 -2.1100
O 0.4982 2.0133 -2.3106
```

Version two
ORCA calculation (ωB97M-V with the def2-TZVPD basis set) on 15 unconnected molecules or ions with the total composition C4H38N2O15.

As for the orbital gap: 0.322 Eh. The calculation puts the HOMO energy at -8.65 eV. The value obtained for the LUMO energy is 0.005 hartree. The total charge is 0.

The geometry in XYZ format:
```
59
C4H38N2O15 ωB97M-V with the def2-TZVPD basis set
O -3.7589 -0.0294 -0.8725
C -3.4703 0.4968 0.2372
C -2.1915 1.3840 0.3962
C -2.4259 2.6535 -0.3842
N -1.1960 0.6401 -0.3084
C -0.4562 -0.5904 0.3442
N -0.1488 -1.5628 -0.7545
H -4.0746 0.4149 1.0891
H -1.9744 1.4972 1.4520
H -3.2429 3.0022 0.1141
H -1.6316 3.3350 -0.4135
H -2.7752 2.4219 -1.4380
H -1.2657 0.5071 -1.3787
H -1.0482 -1.1877 1.0468
H 0.5344 -0.2658 0.6292
H 0.2767 -2.4294 -0.5860
H -1.0220 -1.6526 -1.3472
H 3.3411 -1.2624 1.5000
H 4.3726 -0.2636 2.0460
O 3.7893 -0.5159 1.3537
H 1.1948 -3.7784 -1.8938
H -0.3349 -3.5036 -2.1897
O 0.3377 -4.0309 -1.7804
H 2.2335 2.6060 0.8623
H 2.4185 3.6519 -0.2291
O 2.8589 2.9239 0.2507
H 0.1146 -0.5488 3.4201
H 0.0111 -1.8459 2.6932
O 0.4362 -1.4512 3.3753
H -0.0127 -4.4711 1.4017
H -0.7304 -3.8942 0.2956
O -0.5059 -3.6764 1.1417
H 1.7045 -2.2917 2.8759
H 1.7247 -3.0645 1.5688
O 2.3425 -2.9254 2.3764
H -0.5681 1.4234 4.5555
H 0.8413 1.4139 3.5988
O -0.1528 1.3463 3.7930
H -1.2811 0.2828 -3.3568
H -1.2346 -0.6958 -4.5927
O -1.6598 -0.5716 -3.7768
H 2.1823 0.8754 2.6700
H 2.5755 2.2816 2.6010
O 2.5713 1.6551 3.1653
H -3.1318 -2.5855 -1.1658
H -2.6269 -1.7423 -2.4142
O -2.3936 -2.4441 -1.6677
H -0.2882 2.3599 -3.3288
H -1.7779 2.5679 -3.4854
O -1.1014 2.1298 -3.8741
H 2.5812 -0.1771 -0.9616
H 3.5216 0.9762 -1.1919
O 2.8592 0.4539 -1.5673
H 0.9900 2.1322 -1.6341
H 2.1221 1.8205 -2.6822
O 1.1583 2.1428 -2.6218
H -0.5348 2.8137 1.0986
H 0.3266 1.9232 0.2108
O 0.3649 2.5116 1.0095
```

It comes down to version one, which is 0.0411 hartree more stable than the next structure.

Version one
ORCA calculation (ωB97M-V with the def2-TZVPD basis set) on 2 unconnected molecules or ions with the total composition C10H16O2.

As for the orbital gap: 0.336 Eh. Its SMILES is CCc1ccc(O)cc1.CCO. The calculation puts the HOMO energy at -8.33 eV. The value obtained for the LUMO energy is 0.029 hartree. The total charge is 0.

The geometry in XYZ format:
```
28
C10H16O2 ωB97M-V with the def2-TZVPD basis set
C 0.8326 -1.4153 2.5875
C -0.3096 -0.3547 2.6020
O 1.7899 -0.8559 3.4878
H 0.6323 -2.4686 2.8244
H 1.4126 -1.4521 1.6499
H -0.5916 0.0619 1.6211
H 2.6158 -0.9037 3.2167
H -0.1835 0.5465 3.1580
H -1.2194 -0.6889 3.1364
C -0.9205 -1.9836 -0.9378
C -1.0736 -2.7223 -2.3089
C -0.4587 -0.5348 -0.9906
C -1.4823 0.3999 -1.2790
C 0.9156 -0.1866 -0.8203
C -1.1515 1.7542 -1.2926
C 1.1114 1.2169 -0.6761
C 0.1177 2.1703 -0.9339
O 0.3860 3.4565 -0.6480
H -1.8270 -2.1518 -0.3920
H 0.0386 -2.4670 -0.4985
H -0.1373 -3.1520 -2.6144
H -2.4504 0.0354 -1.2427
H 1.6443 -0.9297 -0.7097
H -1.6932 2.4811 -1.8296
H 2.0938 1.6050 -0.2540
H -0.2614 4.0666 -0.9814
H -1.1375 -2.0227 -3.1989
H -1.8303 -3.4297 -2.3049
```

Version two
ORCA calculation (ωB97M-V with the def2-TZVPD basis set) on C10H16O2 in the gas phase.

As for the orbital gap: 0.398 Eh. Its SMILES is C[C@H]1CC(=O)O[C@@H]2CCCC[C@H]12. The calculation puts the HOMO energy at -10.08 eV. The value obtained for the LUMO energy is 0.027 hartree. The total charge is 0.

The geometry in XYZ format:
```
28
C10H16O2 ωB97M-V with the def2-TZVPD basis set
C -2.5709 -1.8616 0.0311
C -1.5599 -0.7049 -0.1584
C -1.8237 0.6501 0.6280
C -0.8689 1.6271 -0.0908
C 0.4686 0.1070 0.9558
C 1.8899 -0.2169 1.3045
C 2.6952 -0.0368 0.0747
C 1.9454 -0.4263 -1.2564
C 0.6704 -1.2998 -1.0566
C -0.0785 -0.9883 0.1738
H -2.6203 -2.2159 1.0975
H -3.5232 -1.4254 -0.1007
H -2.3253 -2.5610 -0.7194
H -1.7552 -0.4006 -1.2369
H -2.8433 0.9002 0.4266
H -1.8707 0.7042 1.6977
H -0.0240 0.0269 1.9592
H 2.3767 0.3626 2.0856
H 1.9281 -1.1856 1.8543
H 3.0038 1.0147 -0.0809
H 3.6531 -0.7219 0.0508
H 1.4167 0.4992 -1.7810
H 2.6108 -0.8649 -1.9041
H -0.0640 -1.1972 -1.8687
H 0.8518 -2.4009 -1.0283
H -0.0563 -1.8491 0.8860
O -1.0242 2.4576 -0.9439
O 0.3536 1.3196 0.3224
```

It comes down to version two, which is 0.0337 hartree more stable than the next structure.

Version one
ORCA calculation (ωB97M-V with the def2-TZVPD basis set) on a gas-phase ion, C5H6N (charge +1).

As for the orbital gap (spin up / spin down): 0.339 / 0.260 Eh. The calculation puts the HOMO energy (spin up / spin down) at -13.19 / -15.55 eV. As for the spin multiplicity: 3. The expectation value of S² is 2.05. The value obtained for the LUMO energy (spin up / spin down) is -0.146 / -0.312 hartree. The total charge is +1.

The geometry in XYZ format:
```
12
C5H6N ωB97M-V with the def2-TZVPD basis set
C -2.7858 -0.0646 -0.4304
C 2.3080 0.6725 -0.0429
C -1.6182 -0.2890 0.3451
C 1.0313 -0.1518 -0.0645
C -0.2240 -0.1798 0.2404
N 2.2651 -0.7723 -0.2677
H -2.6665 0.6491 -1.3351
H -3.8206 -0.2439 -0.1545
H 2.4330 1.3550 -0.9613
H 2.5283 0.9141 0.9124
H -2.0184 -0.6227 1.2335
H 2.5678 -1.2665 0.5250
```

Version two
ORCA calculation (ωB97M-V with the def2-TZVPD basis set) on a molecular structure, C5H6N.

As for the orbital gap (spin up / spin down): 0.369 / 0.251 Eh. The calculation puts the HOMO energy (spin up / spin down) at -13.72 / -16.10 eV. As for the spin multiplicity: 3. The expectation value of S² is 2.02. The value obtained for the LUMO energy (spin up / spin down) is -0.135 / -0.340 hartree. The total charge is +1.

The geometry in XYZ format:
```
12
C5H6N ωB97M-V with the def2-TZVPD basis set
C 1.0954 0.4499 -0.5077
C -0.9998 -0.6143 -0.3721
C 0.1708 -0.2884 -1.1848
C -0.6231 0.0685 0.9349
C 0.8345 0.3416 1.0091
N -0.0401 1.3671 0.7100
H 1.9617 0.9788 -0.8647
H -1.9188 -0.1761 -0.7801
H -1.1826 -1.6948 -0.3192
H 0.3303 -0.6812 -2.1825
H -1.2416 -0.0348 1.8127
H 1.6132 0.2837 1.7444
```

It comes down to version two, which is 0.0270 hartree more stable than the next structure.